No. 1
Below is 2 unconnected molecules or ions with the total composition C3H10NS, with properties calculated with wB97M-V/def2-TZVPD.

```
15
Properties=species:S:1:pos:R:3:nbo_charge:R:1
C -0.01 0.24 -2.36 -0.76
S -1.17 1.45 -1.83 -0.72
H 0.70 -0.26 -1.73 0.15
H 0.59 0.69 -3.09 0.17
H -0.44 -0.51 -2.94 0.17
C 0.96 0.31 1.76 -0.42
N 1.19 -1.17 2.21 -0.63
C 0.08 -1.97 2.07 -0.40
H 0.45 0.21 0.86 0.21
H 1.83 0.91 1.66 0.20
H 0.25 0.63 2.48 0.19
H 1.76 -1.58 1.51 0.33
H -0.51 -1.80 1.21 0.17
H 0.32 -3.05 2.01 0.18
H -0.71 -1.75 2.94 0.15
```

The calculated total energy comes out at -573.199090 hartree. The calculation puts the LUMO energy at 3.77 eV. As for the energy above the lowest of the compared OMol25 structures with the same formula, charge and spin: 52.1 kcal per mole. As for the total charge: -1. The orbital gap comes out at 0.2129 Ha.



No. 2
Below is 2 unconnected molecules or ions with the total composition C3H10NS, with properties calculated with wB97M-V/def2-TZVPD.

```
15
Properties=species:S:1:pos:R:3:nbo_charge:R:1
C -1.17 -0.44 1.76 -0.77
S -2.36 0.43 0.57 0.03
H -1.71 -0.49 2.75 0.24
H -0.18 0.08 1.83 0.22
H -1.05 -1.50 1.44 0.22
C 1.28 1.10 -0.33 -0.42
N 0.31 0.49 -1.17 -0.64
C 0.25 -0.92 -1.42 -0.40
H 2.33 0.75 -0.20 0.21
H 0.83 1.19 0.64 0.16
H 1.39 2.21 -0.54 0.20
H -0.60 0.97 -1.02 0.38
H 0.22 -1.46 -0.43 0.15
H -0.69 -1.20 -1.91 0.21
H 1.16 -1.21 -1.97 0.20
```

The calculated total energy comes out at -573.140083 hartree. The calculation puts the LUMO energy (spin up / spin down) at 0.96 / -1.99 eV. As for the energy above the lowest of the compared OMol25 structures with the same formula, charge and spin: 27.1 kcal per mole. The expectation value of S² is 0.7540. As for the total charge: 0. The orbital gap (spin up / spin down) comes out at 0.3406 / 0.2277 Ha. Its multiplicity is 2.



No. 3
Below is a gas-phase ion, C3H10NS (charge +1), with properties calculated with wB97M-V/def2-TZVPD.

```
15
Properties=species:S:1:pos:R:3:nbo_charge:R:1
C -0.79 0.10 1.39 -0.14
N -1.59 1.30 1.31 -0.84
H -1.52 -0.70 1.28 0.23
H -0.10 0.01 2.23 0.22
H -1.72 1.73 2.23 0.39
H -1.03 2.01 0.87 0.37
C -0.58 -1.41 -1.03 -0.61
S 0.57 -0.22 0.00 0.36
C 1.81 0.30 -1.54 -0.45
H 0.27 -1.89 -1.51 0.23
H -1.22 -1.96 -0.37 0.25
H -1.14 -0.87 -1.80 0.24
H 2.76 0.04 -1.11 0.25
H 1.55 1.34 -1.69 0.25
H 1.46 -0.39 -2.30 0.24
```

The calculated total energy comes out at -572.874119 hartree. The calculation puts the LUMO energy at -6.00 eV. As for the energy above the lowest of the compared OMol25 structures with the same formula, charge and spin: 78.5 kcal per mole. As for the total charge: +1. The orbital gap comes out at 0.3057 Ha.



No. 4
Below is a gas-phase ion, C3H10NS2 (charge +1), with properties calculated with wB97M-V/def2-TZVPD.

```
16
Properties=species:S:1:pos:R:3:nbo_charge:R:1
C 1.68 -0.99 0.67 -0.63
C 0.67 -0.31 -0.24 -0.06
N -0.59 -1.11 -0.43 -0.69
C 0.25 1.06 0.22 -0.61
S -0.76 2.07 -0.88 0.15
S -2.74 1.58 -0.36 -0.20
H 2.15 -1.81 0.15 0.24
H 2.41 -0.25 1.07 0.26
H 1.18 -1.37 1.55 0.22
H 1.09 -0.24 -1.27 0.24
H -0.90 -1.62 0.41 0.44
H -1.42 -0.52 -0.61 0.45
H -0.68 -1.83 -1.16 0.45
H -0.02 0.99 1.26 0.25
H 1.14 1.70 0.37 0.29
H -3.45 2.64 -0.74 0.20
```

The calculated total energy comes out at -971.166845 hartree. The SMILES is C[C@@H]([NH3+])CSS. The calculation puts the LUMO energy at -3.53 eV. As for the energy above the lowest of the compared OMol25 structures with the same formula, charge and spin: 17.4 kcal per mole. As for the total charge: +1. The orbital gap comes out at 0.3271 Ha.



No. 5
Below is a molecular structure, C3H10NS2, with properties calculated with wB97M-V/def2-TZVPD.

```
16
Properties=species:S:1:pos:R:3:nbo_charge:R:1
C 0.70 1.84 -0.23 -0.46
C -0.05 -1.04 1.29 -0.51
C 0.39 -0.57 -0.58 -0.22
N -0.16 0.74 -0.79 -0.58
S -1.62 -0.17 1.57 -0.05
S -0.30 -1.76 -1.67 0.06
H 0.46 2.13 0.85 0.26
H 1.81 1.57 -0.39 0.25
H 0.50 2.84 -0.78 0.26
H -0.35 -2.11 1.35 0.26
H 0.68 -0.68 1.97 0.23
H 1.52 -0.45 -0.58 0.24
H -0.38 0.87 -1.71 0.43
H -1.12 0.66 -0.31 0.44
H -2.63 -1.20 1.66 0.21
H 0.55 -2.69 -1.66 0.16
```

The calculated total energy comes out at -971.089148 hartree. The calculation puts the LUMO energy at -3.02 eV. As for the energy above the lowest of the compared OMol25 structures with the same formula, charge and spin: 66.1 kcal per mole. As for the total charge: +1. The orbital gap comes out at 0.3750 Ha.



No. 6
Below is 2 unconnected molecules or ions with the total composition C3H10NSi, with properties calculated with wB97M-V/def2-TZVPD.

```
15
Properties=species:S:1:pos:R:3:nbo_charge:R:1
C 0.40 2.18 -1.68 -0.49
C -0.21 1.84 -0.60 0.00
C 0.25 -0.79 0.03 -0.54
N 1.32 -1.05 1.00 -0.72
Si -1.55 -1.15 0.52 0.83
H 0.33 3.21 -1.97 0.26
H 0.98 1.67 -2.52 0.27
H -0.75 1.81 0.29 0.23
H 0.46 -0.80 -1.03 0.23
H 1.11 -0.48 1.91 0.46
H 2.27 -0.91 0.63 0.45
H 1.32 -2.03 1.38 0.44
H -1.46 -1.54 1.97 -0.16
H -2.28 0.18 0.38 -0.14
H -2.19 -2.14 -0.30 -0.12
```

The calculated total energy comes out at -464.078939 hartree. The calculation puts the LUMO energy (spin up / spin down) at -4.98 / -3.83 eV. As for the energy above the lowest of the compared OMol25 structures with the same formula, charge and spin: 106.4 kcal per mole. As for the total charge: +1. The orbital gap (spin up / spin down) comes out at 0.2598 / 0.3434 Ha.